ORCA calculation (the ωB97M-V functional and the def2-TZVPD basis) on a structure of composition C2H36InLiO20P.

Computed properties:
LUMO level, eV: -9.8
Highest occupied orbital energy, eV: -12.666
E_tot, eV: -58271.0606

The geometry in ORCA input format:
```
! RIJCOSX wB97M-V def2-TZVPD def2/J DEFGRID3
* xyz 1 1
Li -0.4807 2.3336 0.9962
In 0.5143 -2.6360 -2.0491
P 0.1404 0.1094 0.1377
O 0.1469 0.5455 1.6168
O -0.9144 -1.0413 -0.1173
O 1.4165 -0.5672 -0.2987
O -0.0601 1.3978 -0.7057
O -3.3583 -0.0565 1.9801
H -2.9830 0.4936 2.6857
H -2.7355 -0.7941 1.8811
O 0.6728 -3.2526 0.8422
H 0.6393 -2.3146 1.0537
H 0.5035 -3.6904 1.6873
O -1.1201 1.1976 3.6578
H -0.6633 0.8977 2.8439
H -0.4668 1.7232 4.1321
O -2.1928 -2.5847 1.6957
H -2.4197 -3.4667 1.3793
H -1.7619 -2.1445 0.9204
O -0.0490 -1.6870 3.1759
H -0.9244 -2.0723 3.0207
H 0.0300 -0.9619 2.5184
O 2.9063 1.0671 -1.7167
H 2.3188 0.4078 -1.2466
H 2.4893 1.9379 -1.6093
O -2.3992 -2.2524 -2.8255
H -2.7141 -1.5735 -2.1836
H -3.2226 -2.5570 -3.2214
O -3.8595 -0.7900 -1.1458
H -3.3890 -0.9096 -0.3112
H -4.7951 -0.8058 -0.8989
O 3.4685 -1.1939 1.2506
H 3.2709 -0.8412 2.1404
H 2.6534 -1.0369 0.7211
O -2.3510 3.1547 0.7979
H -3.0821 3.7755 0.8610
H -2.4797 2.7173 -0.0771
O 2.6646 -1.0899 -3.2119
H 2.7292 -0.1592 -2.8913
H 3.2327 -1.1295 -3.9920
O 3.2655 -2.9066 -1.0126
H 3.9597 -2.6022 -1.6113
H 3.4871 -2.5149 -0.1418
O 1.4160 3.5230 -1.3312
H 1.1383 4.3894 -1.0130
H 0.6842 2.9119 -1.1193
O -2.5418 1.8051 -1.5634
H -3.1066 1.0437 -1.3443
H -1.6489 1.5359 -1.2809
C 2.8466 1.8279 3.2473
O 2.3408 0.4948 3.1867
H 3.6410 1.7630 3.9877
H 3.2509 2.1245 2.2744
H 2.0803 2.5480 3.5492
H 1.5350 0.5119 2.6235
C -0.7874 0.5567 -4.0022
O 0.2516 0.1902 -3.0999
H -1.7261 0.3284 -3.4864
H -0.8892 1.6328 -4.1716
H -0.6767 0.0114 -4.9321
H 0.1046 0.6753 -2.2525
*
```

From a Löwdin analysis of the wavefunction, the atomic charges in e read:
1 Li 0.73
2 In 1.49
3 P 0.15
4 O -0.37
5 O -0.26
6 O -0.34
7 O -0.40
8 O -0.04
9 H 0.03
10 H -0.02
11 O -0.08
12 H -0.02
13 H 0.08
14 O -0.06
15 H -0.06
16 H 0.05
17 O -0.06
18 H 0.08
19 H 0.00
20 O -0.02
21 H 0.03
22 H -0.02
23 O -0.03
24 H 0.00
25 H 0.03
26 O -0.13
27 H -0.01
28 H 0.06
29 O -0.04
30 H 0.03
31 H 0.10
32 O -0.04
33 H 0.04
34 H -0.02
35 O -0.10
36 H 0.07
37 H 0.00
38 O -0.09
39 H 0.01
40 H 0.08
41 O -0.05
42 H 0.06
43 H 0.04
44 O -0.05
45 H 0.06
46 H -0.01
47 O -0.05
48 H 0.03
49 H -0.02
50 C -0.11
51 O -0.14
52 H 0.09
53 H 0.09
54 H 0.08
55 H 0.02
56 C -0.07
57 O -0.12
58 H 0.08
59 H 0.11
60 H 0.10
61 H 0.03